The following is a quantum chemistry calculation of a molecular structure, C33H54F3NO22V2 in a non-equilibrium geometry, from the Open Molecules 2025 dataset.

```
115
C33H54F3NO22V2 | the Open Molecules 2025 dataset | ωB97M-V/def2-TZVPD
O -4.0343 0.3117 -0.1064
V -3.0329 1.4131 -0.3598
O -3.0092 2.3753 0.8819
O 2.5518 2.5455 -0.1870
V 0.9645 2.4533 0.1637
O 0.6901 2.5101 1.6466
C -0.1014 -0.3158 -0.3879
O 1.1315 0.2235 0.1939
O -0.6777 0.9868 -0.6256
C -0.1365 -1.5448 -1.4650
F -1.1018 -2.4891 -1.1536
F -0.4215 -1.1087 -2.6342
F 1.1231 -2.1264 -1.6492
C 2.0165 -0.8157 0.7898
C 2.6275 -0.1767 2.0061
H 3.0611 0.7870 1.7391
H 1.7944 0.1740 2.6153
H 3.3058 -0.8904 2.4736
H 2.8091 -0.7973 0.0418
H 1.6717 -1.8458 0.8794
H -0.5457 -0.8119 0.4750
C -5.8960 3.6932 -3.9280
C -5.4338 2.7894 -2.7010
C -6.3732 1.5892 -2.4149
C -6.3059 0.6783 -3.5774
C -4.8878 0.0782 -3.9601
C -3.8805 1.2145 -4.0518
N -4.0803 2.1419 -2.8573
O -2.9403 2.8484 -2.3574
C -3.8560 1.7545 -5.4718
C -2.6023 0.3175 -3.7408
C -5.5057 3.6254 -1.3250
H -6.2692 3.2008 -4.8260
H -5.2149 4.4954 -4.2122
H -6.7141 4.3570 -3.6484
H -7.4061 1.9160 -2.2942
H -6.0161 1.0637 -1.5292
H -6.9678 1.0423 -4.3632
H -6.8815 -0.1741 -3.2166
H -5.0295 -0.5104 -4.8666
H -4.7807 -0.6483 -3.1546
H -3.3393 1.1544 -6.2207
H -3.4473 2.7648 -5.4547
H -4.8356 1.8331 -5.9433
H -2.4974 -0.3182 -2.8616
H -1.6561 0.8301 -3.9144
H -2.7068 -0.4890 -4.4665
H -6.4547 4.1615 -1.3265
H -4.6904 4.3227 -1.1321
H -5.6216 3.0019 -0.4385
C 0.5122 -2.0509 -6.6025
C 1.2126 -0.8720 -5.9602
C 2.7458 -1.1366 -6.0833
O 3.0776 0.1458 -6.7383
C 2.0856 0.9087 -6.9925
O 2.1936 2.0037 -7.5645
O 0.9038 0.2740 -6.6332
H 0.3427 -2.8562 -5.8878
H 0.9772 -2.4880 -7.4861
H -0.4901 -1.7148 -6.8683
H 0.9648 -0.7501 -4.9057
H 3.1064 -1.9577 -6.7028
H 3.2137 -1.3732 -5.1277
C -5.2522 0.4151 3.9499
C -3.9892 1.3445 3.7298
C -3.5428 2.1630 4.9502
O -2.0843 2.2868 4.7967
C -1.6939 1.3977 3.8996
O -0.6069 1.1138 3.5626
O -2.7560 0.6576 3.5586
H -5.6962 0.2053 4.9230
H -5.0303 -0.5527 3.5001
H -6.0291 0.7220 3.2497
H -4.1866 2.0661 2.9370
H -3.8797 1.7473 5.8998
H -3.9751 3.1628 4.9100
C -1.4191 -2.1368 5.2295
C -0.7948 -2.1076 3.8215
C 0.1096 -3.2407 3.2936
O -0.5855 -3.7120 2.2397
C -1.7313 -3.1809 2.1321
O -2.4876 -3.4400 1.1361
O -1.9225 -2.2272 2.9309
H -0.7428 -1.7740 6.0035
H -1.7570 -3.1385 5.4951
H -2.3312 -1.5407 5.2015
H -0.3583 -1.1332 3.6025
H 0.3402 -3.8141 4.1915
H 1.1136 -2.8821 3.0668
C 7.9897 -2.5765 4.4485
C 6.4643 -2.6879 4.1209
C 6.3227 -3.1491 2.6950
O 6.1909 -4.5804 2.8566
C 5.8288 -4.8177 4.1764
O 5.4841 -5.9489 4.6222
O 5.9336 -3.7492 4.8247
H 8.4675 -1.6483 4.1350
H 8.5374 -3.4836 4.1930
H 8.1649 -2.6307 5.5230
H 6.0236 -1.7903 4.5545
H 7.1219 -3.0389 1.9620
H 5.3568 -2.8425 2.2936
C 7.2800 2.0635 3.2410
C 6.1765 1.4516 2.3546
C 5.7879 1.9668 1.0372
O 5.9572 0.9043 0.1746
C 6.3780 -0.1135 0.8116
O 6.7573 -1.2061 0.2819
O 6.6245 0.1449 2.1665
H 7.1398 3.1355 3.3796
H 8.3231 1.9771 2.9366
H 7.2520 1.7826 4.2938
H 5.4341 1.5508 3.1464
H 6.2924 2.9000 0.7868
H 4.7584 2.2600 1.2427
```

Its charge is 0. Its HOMO-LUMO gap is 3.9 eV. The LUMO energy comes out at -2.94 eV. The value obtained for the HOMO energy is -0.2507 hartree. Its energy relative to the best compared isomer or geometry (same formula, charge and spin) is 149.96 kcal/mol.